Record 1
A molecular structure, C27H28N2SiSr at a distorted geometry. Source: the Open Molecules 2025 dataset; level of theory: ωB97M-V/def2-TZVPD.

As for the LUMO energy: -1.01 eV. The net charge is 0. As for the HOMO energy: -5.1 eV. The value obtained for the HOMO-LUMO gap is 0.1506 Ha.

Last column: Löwdin charge in e.
Positions of all 59 atoms, in Å:
1 C 0.69 2.24 0.70  -0.201
2 C -0.26 2.67 -0.26  -0.207
3 C -1.45 3.03 0.41  -0.234
4 H -0.06 2.75 -1.32  0.092
5 C -1.23 2.87 1.80  -0.305
6 C 0.09 2.36 1.98  -0.259
7 H 0.60 2.23 2.92  0.076
8 H 1.71 1.93 0.52  0.087
9 H -2.32 3.46 -0.08  0.084
10 H -1.91 3.20 2.59  0.069
11 Sr -1.61 0.15 1.10  1.374
12 C -1.00 -1.81 -1.48  -0.254
13 H -1.52 -1.67 -0.52  -0.075
14 H -0.45 -2.75 -1.41  -0.006
15 H -1.79 -1.94 -2.24  0.013
16 Si 0.32 -0.42 -2.18  0.533
17 C 1.91 -0.75 -3.25  -0.277
18 C 2.68 0.44 -3.37  -0.155
19 H 2.29 1.43 -3.11  0.091
20 C 4.00 0.42 -3.85  -0.099
21 H 4.61 1.32 -3.82  0.100
22 C 4.49 -0.77 -4.40  -0.110
23 H 5.49 -0.77 -4.85  0.096
24 C 3.67 -1.91 -4.44  -0.111
25 H 4.05 -2.79 -4.97  0.089
26 C 2.37 -1.91 -3.89  -0.109
27 H 1.72 -2.78 -4.01  0.094
28 C -0.88 0.65 -3.12  -0.288
29 C -0.47 1.43 -4.21  -0.087
30 H 0.46 1.18 -4.74  0.097
31 C -1.21 2.56 -4.59  -0.086
32 H -0.86 3.23 -5.37  0.098
33 C -2.43 2.84 -3.96  -0.100
34 H -3.00 3.73 -4.23  0.101
35 C -2.91 1.96 -2.98  -0.105
36 H -3.87 2.15 -2.50  0.097
37 C -2.16 0.85 -2.59  -0.132
38 H -2.60 0.15 -1.86  0.074
39 H 0.04 0.16 -0.72  -0.121
40 H 1.27 0.61 -1.56  -0.025
41 N -0.02 -1.94 1.70  0.013
42 C -0.25 -2.37 3.06  -0.232
43 C -0.22 -3.70 3.44  -0.020
44 C -0.28 -4.02 4.81  -0.065
45 C -0.35 -3.03 5.79  -0.027
46 C -0.51 -1.66 5.42  -0.152
47 C -0.59 -0.59 6.33  0.003
48 C -0.91 0.67 5.87  -0.035
49 C -1.18 0.84 4.51  -0.115
50 N -0.97 -0.12 3.59  -0.009
51 C -0.56 -1.36 4.02  -0.167
52 H 0.85 -1.41 1.57  0.115
53 H 0.09 -2.74 1.07  0.091
54 H -0.13 -4.49 2.69  0.120
55 H -0.23 -5.07 5.11  0.108
56 H -0.29 -3.28 6.84  0.114
57 H -0.40 -0.78 7.39  0.126
58 H -0.97 1.53 6.53  0.115
59 H -1.56 1.80 4.14  0.094

---

Record 2
A molecular structure, C16H34OP2Pd at a distorted geometry. Source: the Open Molecules 2025 dataset; level of theory: ωB97M-V/def2-TZVPD.

As for the LUMO energy (spin up / spin down): 0.42 / 0.37 eV. As for the spin multiplicity: 3. The net charge is 0. As for the relative energy (zero: lowest compared OMol25 entry of this formula, charge and spin): 0.0 kcal per mole. As for the HOMO energy (spin up / spin down): -2.6 / -4.3 eV. The value obtained for the HOMO-LUMO gap (spin up / spin down) is 0.1105 / 0.1700 Ha.

Last column: Löwdin spin population.
Positions of all 54 atoms, in Å:
1 P -3.13 1.06 -0.25  0.011
2 P 3.90 1.13 0.85  0.007
3 C 1.33 0.58 1.49  0.023
4 C 2.64 0.64 2.12  0.004
5 H 1.27 0.59 0.40  0.028
6 H 0.45 0.43 2.09  0.001
7 H 2.76 1.40 2.92  0.000
8 H 2.99 -0.34 2.50  0.001
9 C 4.11 -0.24 -0.29  0.049
10 H 4.88 0.04 -1.03  0.005
11 H 3.17 -0.45 -0.83  0.060
12 H 4.43 -1.14 0.24  0.003
13 C 5.41 1.64 1.63  0.005
14 H 5.95 0.75 1.97  0.001
15 H 5.19 2.28 2.49  0.001
16 H 6.04 2.19 0.92  0.001
17 C -4.40 1.59 -1.39  0.004
18 H -4.63 2.65 -1.17  0.001
19 H -5.31 0.99 -1.26  0.001
20 H -4.04 1.51 -2.43  0.002
21 C -3.64 1.43 1.43  0.003
22 H -2.83 1.20 2.14  0.000
23 H -4.54 0.86 1.69  0.001
24 H -3.87 2.50 1.48  0.001
25 Pd -0.07 -1.03 -1.30  0.950
26 C -0.05 -2.42 0.14  0.104
27 C 0.24 -2.96 -1.15  0.122
28 C -0.86 -3.61 -1.97  0.018
29 C -2.14 -2.75 -2.03  0.020
30 C -1.96 -1.25 -1.71  0.224
31 C -2.74 -0.79 -0.47  0.041
32 C -2.35 -1.47 0.86  0.010
33 C -1.38 -2.67 0.84  0.013
34 C -1.57 1.89 -0.58  0.061
35 H 0.79 -2.21 0.81  0.010
36 H 1.28 -3.24 -1.37  0.030
37 H -1.08 -4.62 -1.58  0.000
38 H -0.46 -3.74 -2.99  0.004
39 H -2.53 -2.78 -3.06  0.002
40 H -2.91 -3.19 -1.38  0.003
41 H -2.21 -0.63 -2.59  0.042
42 H -3.80 -1.05 -0.69  0.016
43 H -3.29 -1.82 1.33  0.001
44 H -1.93 -0.73 1.57  0.000
45 H -1.12 -2.86 1.89  0.002
46 H -1.87 -3.58 0.47  0.003
47 H -0.87 1.76 0.26  0.003
48 H -1.75 2.97 -0.73  0.004
49 H -1.10 1.47 -1.48  0.070
50 C 3.54 3.68 -0.16  0.008
51 O 3.23 2.28 0.04  0.024
52 H 3.91 4.15 0.76  0.000
53 H 2.60 4.13 -0.48  0.003
54 H 4.29 3.77 -0.96  0.001

---

Record 3
2 unconnected molecules or ions with the total composition C2H6N2O2 at a distorted geometry. Source: the Open Molecules 2025 dataset; level of theory: ωB97M-V/def2-TZVPD.

As for the LUMO energy: 0.02 eV. The net charge is 0. As for the relative energy (zero: lowest compared OMol25 entry of this formula, charge and spin): 114.6 kcal per mole. Its SMILES is C=CON=O.N. As for the HOMO energy: -9.8 eV. The value obtained for the HOMO-LUMO gap is 0.3591 Ha.

Last column: Löwdin charge in e.
Positions of all 12 atoms, in Å:
1 C 0.26 -1.41 -0.90  0.010
2 C 0.92 -0.39 -0.41  -0.206
3 O 0.69 0.95 -0.84  -0.083
4 N 0.16 1.16 -2.08  -0.043
5 O -0.04 2.32 -2.28  0.054
6 H -0.53 -1.29 -1.64  0.057
7 H 0.41 -2.50 -0.66  0.084
8 H 1.78 -0.64 0.14  0.098
9 N -0.74 0.29 2.18  0.002
10 H -0.29 1.26 2.27  0.057
11 H -1.19 0.15 1.31  -0.030
12 H -1.44 0.11 2.90  0.000

---

Record 4
A molecular structure, C24H27AuIN2OSbSi. Source: the Open Molecules 2025 dataset; level of theory: ωB97M-V/def2-TZVPD.

As for the LUMO energy: 0.44 eV. The net charge is 0. As for the relative energy (zero: lowest compared OMol25 entry of this formula, charge and spin): 0.0 kcal per mole. As for the HOMO energy: -8.3 eV. The value obtained for the HOMO-LUMO gap is 0.3221 Ha.

Last column: Löwdin charge in e.
Positions of all 58 atoms, in Å:
1 Au 0.97 1.91 0.03  0.514
2 C 4.16 2.38 -2.16  -0.313
3 Sb 3.40 1.57 -0.35  1.211
4 C 4.22 -0.38 -0.43  -0.295
5 C 4.71 2.48 1.06  -0.310
6 H 5.23 2.22 -2.23  0.010
7 H 3.94 3.44 -2.19  0.006
8 H 3.66 1.89 -3.00  0.005
9 H 5.28 -0.35 -0.63  0.013
10 H 3.71 -0.94 -1.22  0.006
11 H 4.03 -0.88 0.52  -0.009
12 H 5.74 2.32 0.77  0.011
13 H 4.53 2.06 2.05  0.005
14 H 4.49 3.55 1.09  0.006
15 I -2.70 7.24 0.17  0.838
16 C -1.96 5.34 0.19  -0.814
17 C -2.68 4.15 0.28  -0.170
18 N -1.81 3.15 0.27  -0.045
19 N -0.56 3.62 0.17  -0.117
20 C -0.63 4.95 0.13  -0.226
21 H -3.74 3.98 0.35  0.110
22 H -1.69 1.96 0.30  0.024
23 H 0.26 5.55 0.05  0.099
24 O -1.05 0.89 0.37  -0.398
25 C -4.91 -2.40 2.41  -0.094
26 C -4.67 -1.04 2.40  -0.088
27 C -3.57 -0.53 1.73  -0.084
28 C -2.68 -1.37 1.06  -0.230
29 C -2.94 -2.75 1.08  -0.097
30 C -4.04 -3.26 1.75  -0.089
31 Si -1.18 -0.71 0.17  0.474
32 C -1.24 -1.19 -1.64  -0.218
33 C -2.44 -1.56 -2.25  -0.087
34 C -2.51 -1.84 -3.60  -0.086
35 C -1.36 -1.76 -4.38  -0.093
36 C -0.16 -1.39 -3.80  -0.090
37 C -0.10 -1.11 -2.44  -0.108
38 C 0.35 -1.44 0.98  -0.234
39 C 0.99 -2.59 0.51  -0.097
40 C 2.07 -3.14 1.18  -0.097
41 C 2.54 -2.54 2.35  -0.111
42 C 1.92 -1.40 2.83  -0.096
43 C 0.83 -0.85 2.15  -0.117
44 H -5.77 -2.80 2.94  0.099
45 H -5.34 -0.37 2.92  0.100
46 H -3.38 0.54 1.74  0.096
47 H -2.27 -3.43 0.57  0.106
48 H -4.22 -4.33 1.76  0.100
49 H -3.34 -1.64 -1.65  0.100
50 H -3.45 -2.13 -4.05  0.101
51 H -1.41 -1.98 -5.44  0.100
52 H 0.74 -1.33 -4.41  0.099
53 H 0.85 -0.82 -2.00  0.082
54 H 0.63 -3.07 -0.39  0.100
55 H 2.55 -4.03 0.80  0.101
56 H 3.38 -2.97 2.88  0.100
57 H 2.27 -0.93 3.74  0.100
58 H 0.35 0.04 2.54  0.098

---

Record 5
C19H17NO2 in the gas phase. Source: the Open Molecules 2025 dataset; level of theory: ωB97M-V/def2-TZVPD.

As for the LUMO energy: -0.04 eV. The net charge is 0. As for the relative energy (zero: lowest compared OMol25 entry of this formula, charge and spin): 1.9 kcal per mole. Its SMILES is O=C1CC(c2ccccc2)CC(=O)C1=CNc1ccccc1. As for the HOMO energy: -8.4 eV. The value obtained for the HOMO-LUMO gap is 0.3056 Ha.

Last column: Löwdin charge in e.
Positions of all 39 atoms, in Å:
1 O -1.11 2.57 -0.21  0.061
2 C -0.86 1.40 -0.47  -0.374
3 C -1.22 0.81 -1.82  -0.060
4 C -0.28 -0.31 -2.22  -0.272
5 C -0.61 -0.86 -3.59  -0.203
6 C 0.32 -0.80 -4.61  -0.034
7 C 0.02 -1.30 -5.87  -0.084
8 C -1.22 -1.87 -6.12  -0.094
9 C -2.15 -1.93 -5.10  -0.080
10 C -1.85 -1.43 -3.85  -0.040
11 C -0.33 -1.41 -1.15  -0.060
12 C 0.05 -0.88 0.21  -0.343
13 O 0.58 -1.63 1.03  0.042
14 C -0.23 0.51 0.49  -0.074
15 C 0.09 1.06 1.72  0.021
16 N 0.66 0.38 2.71  0.106
17 C 1.03 0.82 3.97  -0.225
18 C 1.62 -0.10 4.83  -0.018
19 C 2.01 0.27 6.10  -0.083
20 C 1.81 1.57 6.53  -0.094
21 C 1.23 2.49 5.69  -0.082
22 C 0.83 2.13 4.41  -0.020
23 H -1.23 1.61 -2.56  0.137
24 H -2.25 0.43 -1.74  0.134
25 H 0.74 0.09 -2.25  0.153
26 H 1.29 -0.36 -4.43  0.111
27 H 0.76 -1.25 -6.66  0.102
28 H -1.45 -2.26 -7.10  0.100
29 H -3.12 -2.37 -5.29  0.103
30 H -2.60 -1.49 -3.07  0.110
31 H 0.33 -2.24 -1.40  0.137
32 H -1.35 -1.80 -1.08  0.135
33 H -0.15 2.10 1.87  0.134
34 H 0.85 -0.60 2.47  0.122
35 H 1.77 -1.12 4.48  0.117
36 H 2.47 -0.46 6.75  0.105
37 H 2.12 1.86 7.53  0.101
38 H 1.07 3.51 6.02  0.105
39 H 0.37 2.87 3.77  0.105

---

Record 6
A gas-phase ion, C3H8ClN3OP (charge +1) at a distorted geometry. Source: the Open Molecules 2025 dataset; level of theory: ωB97M-V/def2-TZVPD.

As for the LUMO energy: -5.82 eV. The net charge is +1. Its SMILES is OP(Cl)NC1=[NH+]CCN1. As for the HOMO energy: -13.6 eV. The value obtained for the HOMO-LUMO gap is 0.2852 Ha.

Last column: Löwdin charge in e.
Positions of all 17 atoms, in Å:
1 O 3.29 1.34 0.25  -0.370
2 P 3.01 -0.36 -0.16  0.671
3 Cl 3.32 -1.53 1.63  0.176
4 N 1.31 -0.47 -0.69  -0.187
5 C 0.19 -0.35 0.10  -0.206
6 N -0.36 0.84 0.89  0.056
7 C -1.78 0.92 0.30  -0.130
8 C -2.13 -0.65 -0.17  -0.123
9 N -0.90 -1.39 0.40  0.053
10 H 2.80 1.85 -0.47  0.066
11 H 1.13 -0.64 -1.72  0.157
12 H 0.08 1.73 0.53  0.127
13 H -2.62 1.30 1.02  0.146
14 H -1.69 1.52 -0.73  0.144
15 H -1.90 -0.73 -1.33  0.135
16 H -3.13 -1.10 0.25  0.149
17 H -0.63 -2.27 -0.10  0.135

---

Record 7
A molecular structure, C27H45ClN3PTl at a distorted geometry. Source: the Open Molecules 2025 dataset; level of theory: ωB97M-V/def2-TZVPD.

As for the LUMO energy: 2.21 eV. The net charge is -1. As for the relative energy (zero: lowest compared OMol25 entry of this formula, charge and spin): 0.0 kcal per mole. As for the HOMO energy: -2.8 eV. The value obtained for the HOMO-LUMO gap is 0.1837 Ha.

Last column: Löwdin charge in e.
Positions of all 78 atoms, in Å:
1 Tl 0.12 1.08 2.26  0.631
2 Cl 2.46 2.37 2.14  -0.151
3 P 0.65 -1.03 0.16  1.017
4 C 1.15 -0.92 1.89  -0.468
5 H 0.68 -1.66 2.56  -0.001
6 H 2.23 -0.74 2.05  0.022
7 C -0.94 -0.65 -0.83  -0.325
8 C 0.98 -2.80 -0.07  -0.413
9 C -2.19 -1.49 -0.51  -0.193
10 H -1.14 0.39 -0.53  0.104
11 C -3.46 -0.93 -1.19  -0.178
12 H -2.04 -2.52 -0.86  0.099
13 H -2.35 -1.54 0.58  0.093
14 C -3.32 -0.69 -2.70  -0.205
15 H -4.30 -1.62 -1.01  0.113
16 H -3.74 0.02 -0.71  0.117
17 C -1.97 -0.10 -3.12  -0.187
18 H -3.48 -1.64 -3.24  0.107
19 H -4.12 -0.02 -3.04  0.105
20 C -0.77 -0.71 -2.37  -0.198
21 H -1.83 -0.25 -4.20  0.109
22 H -1.99 0.99 -2.96  0.116
23 H -0.68 -1.76 -2.68  0.097
24 H 0.14 -0.21 -2.72  0.084
25 C 1.89 0.17 -0.49  -0.414
26 C 0.93 -3.37 -1.48  -0.212
27 H 2.02 -2.92 0.30  0.120
28 C 1.57 -4.76 -1.43  -0.195
29 H -0.12 -3.43 -1.82  0.102
30 H 1.46 -2.73 -2.20  0.095
31 C 0.92 -5.68 -0.38  -0.201
32 H 1.53 -5.21 -2.42  0.106
33 H 2.64 -4.64 -1.18  0.115
34 C 0.74 -5.01 0.99  -0.194
35 H -0.07 -5.98 -0.75  0.112
36 H 1.51 -6.59 -0.28  0.104
37 C 0.07 -3.65 0.83  -0.198
38 H 0.16 -5.65 1.66  0.111
39 H 1.72 -4.86 1.45  0.117
40 H -0.91 -3.77 0.34  0.106
41 H -0.11 -3.20 1.81  0.096
42 C 1.28 1.49 -1.01  -0.230
43 H 2.49 0.46 0.38  0.050
44 C 2.42 2.46 -1.30  -0.211
45 H 0.68 1.32 -1.91  0.097
46 H 0.62 1.93 -0.25  0.054
47 C 3.49 1.83 -2.22  -0.193
48 H 2.02 3.38 -1.74  0.112
49 H 2.87 2.72 -0.32  0.037
50 C 3.96 0.44 -1.79  -0.194
51 H 3.07 1.76 -3.23  0.107
52 H 4.35 2.51 -2.26  0.105
53 C 2.79 -0.50 -1.52  -0.210
54 H 4.62 -0.01 -2.55  0.106
55 H 4.54 0.52 -0.85  0.122
56 H 2.23 -0.69 -2.45  0.105
57 H 3.15 -1.47 -1.16  0.109
58 C -1.55 3.57 1.30  -0.208
59 C -1.39 3.34 2.56  -0.303
60 H -2.23 2.95 0.68  0.109
61 C -0.42 4.09 3.45  -0.232
62 H -1.96 2.54 3.06  0.062
63 C -0.24 5.50 2.88  -0.212
64 H -0.79 4.10 4.49  0.109
65 H 0.57 3.60 3.47  0.023
66 C 0.19 5.42 1.41  -0.201
67 H -1.23 5.98 2.93  0.109
68 H 0.45 6.09 3.49  0.105
69 C -0.85 4.66 0.55  -0.195
70 H 0.32 6.44 1.03  0.099
71 H 1.16 4.89 1.36  0.080
72 H -1.57 5.39 0.16  0.103
73 H -0.34 4.26 -0.35  0.092
74 N -2.12 -0.03 2.69  0.010
75 C -3.24 -0.30 2.96  -0.390
76 N -4.50 -0.54 3.06  0.031
77 C -5.12 -0.99 4.12  -0.455
78 N -5.78 -1.40 5.01  0.035

---

Record 8
A molecular structure, C16H14N5O3Tl at a distorted geometry. Source: the Open Molecules 2025 dataset; level of theory: ωB97M-V/def2-TZVPD.

As for the LUMO energy: -1.30 eV. The net charge is 0. As for the HOMO energy: -8.1 eV. The value obtained for the HOMO-LUMO gap is 0.2495 Ha.

Last column: Löwdin charge in e.
Positions of all 39 atoms, in Å:
1 Tl 0.32 -2.46 1.24  0.992
2 C 1.83 1.41 -1.30  0.005
3 C 1.21 0.50 -0.22  -0.429
4 O 1.56 -0.65 -0.09  -0.126
5 C 0.08 0.99 0.62  0.018
6 C -1.00 1.78 0.27  -0.271
7 C -2.10 2.33 1.07  -0.012
8 N -0.85 2.44 -1.00  0.107
9 N -1.05 1.91 -2.10  0.140
10 C -1.64 0.62 -2.04  -0.401
11 O -2.63 0.43 -1.35  0.123
12 C -1.11 -0.38 -2.98  -0.142
13 C -1.61 -1.68 -2.74  -0.009
14 C -1.15 -2.73 -3.47  -0.090
15 C -0.06 -2.57 -4.25  -0.073
16 C 0.54 -1.29 -4.46  -0.035
17 C -0.04 -0.19 -3.83  -0.037
18 H 2.87 0.97 -1.47  0.116
19 H 1.19 1.52 -2.15  0.032
20 H 1.97 2.39 -0.85  0.088
21 H 0.19 0.63 1.67  0.106
22 H -2.88 1.72 1.32  0.059
23 H -1.79 2.68 2.05  0.100
24 H -2.48 3.25 0.58  0.101
25 H -2.45 -1.75 -2.06  0.123
26 H -1.49 -3.76 -3.28  0.124
27 H 0.41 -3.44 -4.68  0.106
28 H 1.42 -1.22 -5.11  0.114
29 H 0.31 0.80 -3.98  0.096
30 N 2.66 -0.78 4.88  0.142
31 C 1.56 -1.01 4.02  -0.519
32 O 1.67 -1.95 3.20  -0.223
33 C 0.37 -0.29 4.31  -0.230
34 C 0.31 0.79 5.28  -0.227
35 N 0.17 1.64 6.05  0.123
36 C -0.83 -0.66 3.71  -0.320
37 N -1.81 -1.12 3.32  0.142
38 H 2.75 0.11 5.34  0.076
39 H 3.59 -0.98 4.47  0.111

---

Record 9
C10H15NOS in the gas phase at a distorted geometry. Source: the Open Molecules 2025 dataset; level of theory: ωB97M-V/def2-TZVPD.

As for the LUMO energy (spin up / spin down): 0.03 / 0.07 eV. The net charge is 0. As for the relative energy (zero: lowest compared OMol25 entry of this formula, charge and spin): 79.3 kcal per mole. As for the HOMO energy (spin up / spin down): -7.5 / -7.5 eV. The value obtained for the HOMO-LUMO gap (spin up / spin down) is 0.2781 / 0.2788 Ha.

Last column: Löwdin charge in e.
Positions of all 28 atoms, in Å:
1 C -2.43 -2.14 0.07  -0.065
2 C -2.80 -0.95 -0.41  -0.095
3 C -0.66 -0.14 -0.10  -0.285
4 C -0.31 -1.31 0.42  -0.035
5 C -1.14 -2.43 0.86  -0.172
6 C 0.44 0.79 -0.47  -0.125
7 C 1.83 0.53 0.22  -0.666
8 C 1.84 0.75 1.75  -0.095
9 C 2.94 1.19 -0.57  -0.098
10 C -2.34 1.59 -0.88  0.052
11 N -1.95 0.16 -0.45  -0.088
12 O 2.53 -1.66 -1.24  -0.581
13 S 2.22 -1.39 0.18  0.987
14 H -3.12 -2.93 -0.17  0.092
15 H -3.67 -0.73 -0.88  0.085
16 H -1.43 -2.55 1.88  0.095
17 H -0.80 -3.35 0.48  0.089
18 H 0.74 0.92 -1.56  0.146
19 H 0.27 1.78 -0.26  0.071
20 H 2.78 0.58 2.04  0.016
21 H 1.11 -0.03 2.12  0.088
22 H 1.69 1.83 1.92  0.100
23 H 3.98 1.12 -0.07  0.122
24 H 2.61 2.18 -0.57  0.055
25 H 2.79 0.72 -1.61  0.100
26 H -1.79 2.22 -0.22  0.082
27 H -2.05 1.61 -1.88  0.081
28 H -3.30 1.64 -0.62  0.042